Formula: C6H13NS
Source: the Open Molecules 2025 dataset
Level of theory: wB97M-V/def2-TZVPD

Atoms and positions in Å:
C1 0.112 -0.738 -0.031
C2 -0.582 0.636 -0.026
C3 0.426 -1.271 -1.404
C4 -0.636 -1.858 0.697
C5 -0.175 1.669 -0.995
C6 -1.120 1.209 1.212
N1 1.276 -0.390 0.803
S1 2.539 0.458 0.330
H1 0.615 -2.439 -1.577
H2 1.437 -1.056 -1.822
H3 -0.328 -0.990 -2.052
H4 -1.547 -2.147 0.017
H5 -0.949 -1.639 1.704
H6 0.073 -2.695 1.000
H7 0.489 2.388 -0.477
H8 -0.969 2.065 -1.604
H9 0.518 1.306 -1.752
H10 -2.164 1.222 1.208
H11 -0.730 2.184 1.244
H12 -0.907 0.697 2.104
H13 2.623 1.387 1.420

## Properties
E_HOMO (spin up / spin down)	-7.5854 / -7.9044	eV
E_LUMO (spin up / spin down)	-0.00207 / 0.01859	Eh
relative energy (zero: lowest compared OMol25 entry of this formula, charge and spin)	101.22	kcal per mole
gap between HOMO and LUMO (spin up / spin down)	7.529 / 8.410	eV
F_max	4.47	eV/Å
net charge	0

=====

Formula: C26H49O19S3
Source: the Open Molecules 2025 dataset
Level of theory: wB97M-V/def2-TZVPD

Atoms and positions in Å:
O1 -4.926 -13.653 -13.479
H1 -4.592 -14.085 -12.685
C1 -2.108 -15.437 -12.786
C2 -2.442 -15.731 -14.226
C3 -2.165 -14.506 -15.143
O2 -1.475 -15.069 -16.254
C4 -1.158 -16.352 -16.024
O3 -0.571 -17.060 -16.778
O4 -1.607 -16.738 -14.813
H2 -2.288 -16.365 -12.234
H3 -2.788 -14.655 -12.457
H4 -1.083 -15.114 -12.614
H5 -3.483 -16.032 -14.333
H6 -1.643 -13.695 -14.637
H7 -3.133 -14.155 -15.480
C5 -8.146 -17.993 -12.941
C6 -8.237 -16.572 -13.449
C7 -7.138 -16.047 -14.382
O5 -7.903 -15.552 -15.491
C8 -9.216 -15.801 -15.369
O6 -10.043 -15.458 -16.147
O7 -9.453 -16.461 -14.213
H8 -9.033 -18.258 -12.363
H9 -7.276 -18.220 -12.331
H10 -8.191 -18.632 -13.830
H11 -8.387 -15.915 -12.585
H12 -6.449 -16.822 -14.720
H13 -6.586 -15.211 -13.935
C9 -5.044 -11.921 -9.388
C10 -6.378 -11.372 -8.937
C11 -7.284 -12.336 -8.173
O8 -7.816 -11.526 -7.125
C12 -7.090 -10.390 -7.015
O9 -7.245 -9.570 -6.172
O10 -6.127 -10.348 -7.966
H14 -4.512 -12.395 -8.563
H15 -4.412 -11.095 -9.727
H16 -5.102 -12.602 -10.237
H17 -6.894 -10.977 -9.817
H18 -6.792 -13.224 -7.775
H19 -8.092 -12.660 -8.831
C13 -8.363 -11.886 -13.945
C14 -7.669 -11.317 -12.744
C15 -6.277 -10.830 -13.076
O11 -6.135 -9.568 -12.439
C16 -7.355 -9.180 -11.975
O12 -7.574 -8.154 -11.427
O13 -8.290 -10.133 -12.203
H20 -9.399 -12.165 -13.758
H21 -7.717 -12.717 -14.244
H22 -8.385 -11.206 -14.802
H23 -7.670 -12.091 -11.970
H24 -6.179 -10.790 -14.166
H25 -5.534 -11.564 -12.752
C17 -7.657 -12.669 -17.324
C18 -6.201 -12.372 -17.096
C19 -5.336 -13.529 -16.567
O14 -4.181 -13.479 -17.420
C20 -4.368 -12.606 -18.429
O15 -3.555 -12.366 -19.264
O16 -5.594 -12.052 -18.372
H26 -7.708 -13.652 -17.814
H27 -8.127 -12.005 -18.046
H28 -8.281 -12.846 -16.453
H29 -6.057 -11.462 -16.503
H30 -5.826 -14.485 -16.745
H31 -5.150 -13.327 -15.506
C21 -3.277 -10.883 -14.790
S1 -1.638 -10.333 -15.345
O17 -0.555 -10.801 -14.435
C22 -1.549 -11.317 -16.842
H32 -3.199 -11.943 -14.547
H33 -3.984 -10.669 -15.588
H34 -3.538 -10.310 -13.903
H35 -0.578 -11.122 -17.292
H36 -2.312 -11.022 -17.561
H37 -1.645 -12.379 -16.619
C23 -1.736 -12.087 -11.869
S2 -0.572 -12.158 -10.518
O18 -0.200 -13.585 -10.290
C24 0.792 -11.390 -11.403
H38 -1.532 -12.742 -12.712
H39 -1.652 -11.094 -12.314
H40 -2.734 -12.277 -11.476
H41 0.835 -11.804 -12.409
H42 1.712 -11.592 -10.856
H43 0.686 -10.306 -11.417
C25 -5.921 -16.449 -10.242
S3 -5.238 -15.330 -9.020
O19 -5.576 -15.906 -7.689
C26 -3.516 -15.748 -9.270
H44 -5.621 -16.113 -11.240
H45 -7.002 -16.292 -10.227
H46 -5.689 -17.492 -10.043
H47 -3.450 -16.841 -9.237
H48 -2.876 -15.420 -8.455
H49 -3.124 -15.414 -10.230

## Properties
E_HOMO	-6.3431	eV
E_LUMO	0.06992	Eh
gap between HOMO and LUMO	8.246	eV
F_max	1.76	eV/Å
net charge	-1

=====

Formula: C8H9O8PRu
Source: the Open Molecules 2025 dataset
Level of theory: wB97M-V/def2-TZVPD

Atoms and positions in Å:
O1 0.264 2.519 -2.933
C1 0.241 1.423 -2.613
Ru1 0.248 -0.500 -2.045
O2 0.250 -1.616 -4.845
C2 0.243 -1.134 -3.785
C3 0.314 -2.449 -1.382
O3 0.334 -3.546 -1.027
C4 -1.672 -0.431 -1.829
O4 -2.824 -0.516 -1.799
C5 2.210 -0.425 -1.815
O5 3.362 -0.524 -1.783
C6 -2.340 -0.770 1.342
O6 -1.144 -1.328 0.824
P1 0.710 -0.893 0.998
O7 0.623 -0.588 2.597
C7 0.144 0.587 3.236
O8 1.696 0.527 0.645
C8 1.391 1.960 0.413
H1 -3.261 -1.276 1.002
H2 -2.417 0.263 0.991
H3 -2.364 -0.848 2.436
H4 -0.573 1.165 2.649
H5 -0.343 0.100 4.085
H6 0.913 1.248 3.627
H7 0.272 2.131 0.303
H8 1.808 2.622 1.251
H9 1.914 2.297 -0.543

## Properties
multiplicity	6
⟨S²⟩	8.771
E_HOMO (spin up / spin down)	-18.6939 / -22.0754	eV
E_LUMO (spin up / spin down)	-0.41062 / -0.65740	Eh
gap between HOMO and LUMO (spin up / spin down)	7.520 / 4.187	eV
F_max	8.06	eV/Å
net charge	+3

=====

Formula: CHClO4S
Source: the Open Molecules 2025 dataset
Level of theory: wB97M-V/def2-TZVPD

Atoms and positions in Å:
O1 0.908 1.554 1.963
C1 0.743 0.842 1.055
O2 -0.474 0.519 0.449
S1 -0.454 -0.620 -0.690
O3 -0.256 -1.903 -0.128
O4 0.359 -0.163 -1.783
Cl1 -2.266 -0.367 -1.336
H1 1.440 0.139 0.471

## Properties
E_HOMO	-12.0239	eV
E_LUMO	0.00470	Eh
relative energy (zero: lowest compared OMol25 entry of this formula, charge and spin)	37.59	kcal per mole
gap between HOMO and LUMO	12.152	eV
F_max	3.86	eV/Å
SMILES string	O=COS(=O)(=O)Cl
net charge	0

=====

Formula: C3H10N2O
Source: the Open Molecules 2025 dataset
Level of theory: wB97M-V/def2-TZVPD

Atoms and positions in Å:
C1 -0.038 -0.725 -0.830
C2 -0.978 1.462 0.365
C3 2.191 -0.514 0.049
N1 -1.092 0.001 0.272
N2 0.879 -1.122 0.126
O1 -2.514 -0.282 0.318
H1 -2.567 -1.249 0.297
H2 -0.338 -0.524 0.974
H3 -0.678 -1.493 -1.293
H4 0.255 0.031 -1.575
H5 -1.409 1.796 1.308
H6 0.079 1.720 0.334
H7 -1.499 1.926 -0.472
H8 2.720 -0.675 0.992
H9 2.821 -0.933 -0.749
H10 2.167 0.582 -0.117

## Properties
E_HOMO	-7.3745	eV
E_LUMO	0.02876	Eh
relative energy (zero: lowest compared OMol25 entry of this formula, charge and spin)	120.19	kcal per mole
gap between HOMO and LUMO	8.157	eV
F_max	0.88	eV/Å
net charge	0

=====

Formula: C19H20N2O4
Source: the Open Molecules 2025 dataset
Level of theory: wB97M-V/def2-TZVPD

Atoms and positions in Å:
C1 5.779 0.694 -0.422
C2 4.704 -0.036 0.376
N1 3.454 0.748 0.317
C3 2.275 0.173 -0.064
C4 1.076 0.854 -0.110
C5 -0.044 0.391 -0.772
C6 -1.277 1.108 -0.843
C7 -2.127 0.930 -1.950
C8 -3.260 1.693 -2.094
C9 -3.604 2.618 -1.122
C10 -2.808 2.778 0.000
C11 -1.654 2.045 0.139
C12 3.653 2.222 0.367
C13 5.047 2.581 0.898
O1 6.122 1.953 0.175
H1 6.697 0.103 -0.515
H2 5.428 0.913 -1.436
H3 4.532 -1.054 0.011
H4 4.998 -0.109 1.426
H5 2.297 -0.852 -0.386
H6 1.036 1.836 0.322
H7 0.046 -0.510 -1.353
H8 -1.830 0.239 -2.721
H9 -3.865 1.588 -2.978
H10 -4.487 3.222 -1.249
H11 -3.096 3.482 0.763
H12 -1.037 2.173 1.012
H13 3.518 2.615 -0.644
H14 2.869 2.668 0.985
H15 5.223 3.663 0.864
H16 5.142 2.277 1.946
O2 -5.515 -1.670 2.195
N2 -5.362 -2.587 1.384
O3 -6.297 -3.266 0.949
C14 -4.009 -2.883 0.919
C15 -3.805 -3.908 0.007
C16 -2.530 -4.208 -0.441
C17 -1.454 -3.503 0.016
C18 -1.622 -2.450 0.960
O4 -0.650 -1.815 1.394
C19 -2.949 -2.160 1.388
H17 -4.662 -4.461 -0.338
H18 -2.389 -5.007 -1.152
H19 -0.457 -3.727 -0.318
H20 -3.108 -1.363 2.095

## Properties
E_HOMO	-5.8950	eV
E_LUMO	-0.07850	Eh
relative energy (zero: lowest compared OMol25 entry of this formula, charge and spin)	201.64	kcal per mole
gap between HOMO and LUMO	3.759	eV
F_max	2.80	eV/Å
net charge	0

=====

Formula: C4H13NO3
Source: the Open Molecules 2025 dataset
Level of theory: wB97M-V/def2-TZVPD

Atoms and positions in Å:
C1 -0.434 -0.259 2.425
C2 0.605 0.469 1.607
O1 0.279 1.565 1.010
O2 1.824 0.438 2.216
H1 -0.656 0.332 3.314
H2 -1.339 -0.357 1.829
H3 -0.055 -1.234 2.723
H4 2.399 1.080 1.775
C3 -0.786 0.764 -2.447
N1 -0.869 0.539 -1.033
O3 -2.009 -0.233 -0.696
H5 -0.618 -0.185 -2.983
H6 0.058 1.425 -2.637
H7 -1.698 1.220 -2.851
H8 -0.429 1.273 -0.091
H9 -1.880 -1.110 -1.096
C4 1.084 -1.163 -0.685
H10 0.785 -0.522 0.381
H11 0.357 -1.814 -1.157
H12 1.867 -1.737 -0.193
H13 1.517 -0.490 -1.411

## Properties
E_HOMO	-7.0089	eV
E_LUMO	-0.01081	Eh
relative energy (zero: lowest compared OMol25 entry of this formula, charge and spin)	135.00	kcal per mole
gap between HOMO and LUMO	6.715	eV
F_max	5.32	eV/Å
SMILES string	CC(=O)O.CNO.C
net charge	0

=====

Formula: C6H10O3
Source: the Open Molecules 2025 dataset
Level of theory: wB97M-V/def2-TZVPD

Atoms and positions in Å:
C1 -0.707 -0.176 -0.558
C2 -1.695 -1.289 -0.228
C3 1.685 0.823 0.278
C4 0.858 -0.581 -0.440
C5 -0.551 0.850 0.416
C6 -0.829 1.728 1.319
O1 -0.902 0.349 -1.845
O2 0.953 -1.556 0.581
O3 1.373 -0.788 -1.577
H1 -0.110 0.022 -2.333
H2 1.787 -2.015 0.413
H3 -2.712 -0.927 -0.386
H4 -1.575 -1.646 0.793
H5 -1.505 -2.114 -0.914
H6 1.665 0.977 1.356
H7 1.603 1.749 -0.291
H8 2.658 0.389 0.037
H9 -1.888 1.942 1.462
H10 -0.107 2.264 1.917

## Properties
E_HOMO	-8.5842	eV
E_LUMO	-0.04030	Eh
relative energy (zero: lowest compared OMol25 entry of this formula, charge and spin)	119.70	kcal per mole
gap between HOMO and LUMO	7.487	eV
F_max	0.44	eV/Å
net charge	0